Entry 1:
Molecular formula: C24H47NO6PS
Method: DFT, ωB97M-V with the def2-TZVPD basis set

Cartesian coordinates (Å):
C: 2.255 0.428 -3.031
C: -1.023 5.752 2.904
H: 2.321 -0.497 -0.874
H: -5.853 -0.465 -1.938
H: -4.507 1.546 -0.803
C: -2.341 6.447 2.653
H: 1.246 2.236 -2.759
H: -3.111 1.832 0.250
C: -3.296 0.270 -2.805
H: 3.877 -2.197 -1.040
H: 1.653 -3.671 2.981
C: 2.130 -3.244 2.097
H: -2.648 0.137 -3.672
H: -5.711 -1.131 0.198
H: 7.844 -2.158 1.295
C: -1.175 0.735 -1.438
H: 7.241 -5.624 2.755
O: 2.134 -0.125 -4.098
H: 1.798 -1.256 4.092
C: -0.242 0.665 -2.665
H: -5.511 -1.070 -3.552
C: 1.830 -1.770 2.011
C: -3.708 -0.226 0.152
C: -2.684 -0.393 1.295
H: -2.173 7.386 2.123
H: 8.685 -3.683 1.655
H: -4.181 0.819 -3.158
H: -3.218 -2.056 -4.138
C: -3.787 -1.107 -2.283
N: -3.438 -1.297 -0.847
H: -5.083 -0.713 1.783
H: 3.356 -0.998 3.299
O: -3.614 -2.481 -0.409
O: 5.628 -3.318 1.491
H: 5.194 -1.100 -1.448
H: -1.191 -0.243 -0.954
H: -5.658 -2.222 -2.217
H: 6.790 -4.542 4.076
S: -1.286 4.104 -1.633
H: 3.472 0.699 -0.302
C: 4.329 -1.234 -0.798
H: 1.340 1.285 -1.293
H: 0.708 4.906 1.986
C: -2.617 1.147 -1.749
C: 1.157 1.218 -2.365
H: -0.173 -0.365 -3.017
H: 2.009 0.123 2.989
C: 6.594 -3.681 2.122
H: -0.675 1.234 -3.495
H: 4.662 -1.256 0.238
H: 0.026 6.299 1.115
C: 6.528 -4.858 3.065
H: 3.208 -3.399 2.171
O: -0.649 5.490 4.022
C: 7.925 -2.981 2.001
C: -5.129 -0.390 0.744
H: -0.756 1.433 -0.706
H: 5.525 -5.276 3.063
H: -2.979 5.819 2.028
H: 8.235 -2.598 2.974
H: -1.712 0.030 1.047
P: -2.612 2.878 -2.382
C: -0.213 5.399 1.683
H: -3.051 0.116 2.188
C: -3.086 -2.222 -3.067
H: -0.785 4.731 1.037
C: -5.300 -1.229 -2.491
C: 3.327 -0.109 -1.025
H: -3.921 3.295 -2.105
H: -2.837 6.647 3.599
H: 1.759 -3.744 1.206
H: -2.024 -2.254 -2.817
H: -2.558 2.790 -3.782
C: -3.526 1.159 -0.509
H: -5.664 0.564 0.721
H: -2.557 -1.452 1.524
C: 2.275 -0.915 3.172
O: 1.273 -1.293 1.050
O: 3.443 0.419 -2.366
H: -3.515 -3.194 -2.820

The expectation value of S² is 0.754. The calculation puts the largest force on an atom at 0.92 eV Å⁻¹. For the total energy, the calculation gives -2188.35123 Ha. The LUMO energy (spin up / spin down) comes out at 0.47 / 0.44 eV. The orbital gap (spin up / spin down) is 8.8 / 9.4 eV. Its spin multiplicity is 2.



Entry 2:
Molecular formula: C24H48AsF7O24Rb
Method: DFT, ωB97M-V with the def2-TZVPD basis set

Cartesian coordinates (Å):
H: -1.732 1.567 -2.067
O: -4.609 4.160 -0.088
O: -1.772 0.156 -3.878
As: 1.145 3.744 -0.433
H: 0.018 -3.329 -4.096
C: -1.265 -0.994 -3.350
C: 3.175 -2.745 1.891
H: 1.124 2.626 4.206
H: -0.209 -2.021 9.347
O: 0.289 -1.897 6.412
F: 2.295 4.835 -1.306
C: -1.049 -3.335 -3.875
C: 0.824 -3.075 1.954
H: -4.253 -6.300 -2.271
H: -2.088 -3.498 0.819
F: 2.268 3.769 0.911
O: -3.756 -4.523 -3.194
O: 2.525 0.080 -3.026
C: -4.452 2.819 0.147
H: -1.984 2.293 -3.661
O: -0.207 -3.011 1.176
H: 3.011 -4.921 -2.022
O: -0.635 -0.990 -2.280
H: -3.849 1.068 2.696
F: 1.887 2.240 -1.126
H: -1.967 0.160 4.048
O: 5.807 -2.463 -2.457
C: -3.879 -3.536 -2.247
H: -0.524 6.463 2.144
F: 2.479 0.605 2.406
H: -0.362 2.983 4.740
Rb: 0.620 0.008 0.125
C: -0.499 -0.990 6.713
O: -4.275 2.665 1.403
C: 2.999 0.897 -3.794
C: -3.350 -5.838 -2.672
C: 4.992 1.290 -2.437
C: -4.349 -1.166 -2.362
H: 2.009 -3.542 -2.529
C: 1.318 0.670 -5.446
O: -0.929 -0.579 8.028
C: 0.722 5.406 4.452
H: -3.469 4.803 -1.615
C: -1.635 1.402 -3.140
H: 1.471 -0.409 -5.470
H: -0.565 1.587 -3.040
H: -0.894 -0.650 10.153
H: 1.126 0.982 -6.473
H: -2.981 -6.505 -3.450
H: 0.720 -0.625 9.362
H: -4.966 3.901 -2.088
H: -3.517 -0.895 -1.713
C: 0.253 3.183 3.862
C: 4.595 -2.779 -2.827
H: -0.417 -0.469 3.928
O: 4.290 1.378 -3.689
H: 4.580 1.996 -1.716
C: -4.532 4.651 -1.427
O: -4.219 -2.488 -2.927
H: 1.078 7.041 1.973
C: -1.336 -0.607 4.497
C: -3.487 1.535 1.780
O: 1.852 -2.515 1.374
H: -1.538 -4.054 2.468
C: -0.320 -0.939 9.273
F: -0.049 2.751 0.533
H: -1.820 -2.379 2.247
O: -1.200 -0.228 5.851
C: 2.761 -3.881 -1.816
H: -1.141 -3.745 -2.870
O: 2.576 1.296 -5.067
H: -4.427 -0.323 -3.048
O: -4.620 1.984 -0.706
H: 4.937 0.258 -2.089
H: -4.984 5.643 -1.426
H: 7.313 -1.187 -2.924
O: 4.177 -2.705 -3.997
F: 0.351 5.244 0.145
O: 3.904 -3.023 -1.700
O: 0.933 5.158 5.659
C: 6.821 -2.052 -3.368
H: -1.521 -4.085 -4.509
O: -1.591 -2.071 -4.120
O: 0.688 6.705 3.933
O: 0.836 -3.583 3.057
H: -3.358 0.708 1.082
H: -0.114 2.628 2.998
O: -3.628 -3.622 -1.069
H: -0.190 8.077 2.724
C: -1.501 -3.272 1.709
H: -5.292 -1.084 -1.820
H: -2.445 1.794 1.967
H: -1.868 -1.551 4.380
O: 0.605 4.488 3.589
H: 3.355 -2.240 2.840
H: 6.341 -1.722 -4.290
H: 3.268 -3.814 2.081
F: -0.099 3.700 -1.763
H: 6.007 1.628 -2.644
H: 0.401 0.998 -4.958
C: 0.225 7.071 2.651
H: 3.869 -2.400 1.124
H: -2.684 -5.732 -1.815
H: 7.405 -2.887 -3.755
H: 2.159 -3.813 -0.910

The energy above the lowest of the compared OMol25 structures with the same formula, charge and spin is 0.0 kJ/mol. As for the net charge: -1. The calculation puts the largest force on an atom at 4.19 eV Å⁻¹. For the total energy, the calculation gives -5708.10489 Ha. The LUMO energy comes out at 1.57 eV. The orbital gap is 6.7 eV.